1.
C32H63Br2ClIN2O13P2S2 | ωB97M-V/def2-TZVPD

Structure (XYZ):
```
118
Properties=species:S:1:pos:R:3:lowdin_charge:R:1
C 8.986 -0.942 -0.160 0.078
C 7.966 -0.159 -0.510 -0.080
C 7.838 0.510 -1.842 -0.482
O 8.201 -0.035 -2.863 0.095
O 7.346 1.789 -1.919 0.001
C 6.055 1.956 -1.320 -0.174
C 5.001 2.054 -2.428 -0.150
C 3.832 2.976 -2.045 -0.218
C 2.647 2.226 -1.357 -0.253
C 1.497 3.213 -1.126 -0.157
C 0.136 3.072 -1.834 -0.145
N -0.402 1.751 -2.307 -0.096
C -1.697 2.172 -3.039 -0.111
C -2.826 2.937 -2.341 -0.136
C -3.994 2.004 -1.845 -0.231
C -4.603 2.545 -0.530 -0.250
S -5.337 1.252 0.487 0.332
O -6.371 1.852 1.261 -0.319
O -4.335 0.647 1.308 -0.327
Cl -6.152 -0.104 -0.811 0.438
C -0.846 0.789 -1.211 -0.159
C -1.387 1.318 0.124 -0.161
C -0.650 1.731 1.426 -0.663
C -0.720 3.282 1.687 -0.162
I 1.368 1.157 1.929 1.044
C 0.115 -0.420 -0.955 -0.277
C -0.391 -1.365 0.139 -0.148
C -1.743 -2.032 -0.135 -0.248
O -2.015 -2.892 0.967 -0.041
C 0.174 -1.218 -2.270 -0.105
C 0.830 -0.368 -3.386 -0.421
N 0.208 -1.106 -4.565 0.012
C 2.333 -0.672 -3.704 -0.601
Br 2.935 -0.538 -5.564 0.744
C 3.293 -1.105 -2.871 -0.726
C 3.106 -1.345 -1.390 -0.112
Br 5.080 -1.523 -3.442 0.814
C 0.348 1.112 -3.474 -0.427
S 1.523 2.295 -4.277 0.900
H 9.288 -0.945 0.882 0.067
H 9.468 -1.562 -0.910 0.085
H 7.147 -0.018 0.196 0.076
H 6.099 2.872 -0.725 0.131
H 5.771 1.137 -0.652 0.109
H 4.613 1.089 -2.762 0.055
H 5.493 2.503 -3.297 0.132
H 4.199 3.660 -1.264 0.113
H 3.484 3.631 -2.846 0.080
H 3.108 1.842 -0.445 0.059
H 2.427 1.354 -1.982 0.050
H 1.875 4.206 -1.397 0.124
H 1.374 3.331 -0.045 0.056
H 0.053 3.840 -2.602 0.118
H -0.561 3.485 -1.101 0.095
H -2.175 1.303 -3.498 0.147
H -1.369 2.807 -3.867 0.128
H -3.305 3.577 -3.087 0.132
H -2.598 3.600 -1.507 0.101
H -4.798 2.048 -2.583 0.112
H -3.694 0.955 -1.789 0.080
H -5.407 3.235 -0.791 0.118
H -3.882 3.053 0.112 0.099
H -1.684 0.260 -1.677 0.129
H -2.014 2.196 -0.062 0.068
H -2.152 0.599 0.424 0.087
H -1.227 1.335 2.260 0.070
H -1.143 3.832 0.840 0.059
H -1.343 3.492 2.560 0.085
H 0.261 3.696 1.918 0.028
H 1.088 0.038 -0.781 0.063
H 0.331 -2.187 0.211 0.133
H -0.473 -0.943 1.142 0.072
H -2.575 -1.322 -0.255 0.109
H -1.699 -2.662 -1.035 0.122
H -2.951 -3.106 0.912 0.094
H -0.862 -1.403 -2.561 0.116
H 0.620 -2.209 -2.184 0.135
H 0.647 -2.010 -4.655 0.083
H 0.244 -0.564 -5.417 0.044
H 2.316 -2.044 -1.127 0.074
H 4.011 -1.824 -1.003 0.067
H 3.042 -0.420 -0.811 0.058
H -0.303 1.053 -4.344 0.081
H 1.534 1.884 -5.561 -0.113
C 7.395 -1.835 6.657 -0.105
O 7.543 -2.497 5.385 -0.230
P 6.158 -2.795 4.510 0.539
O 6.714 -3.667 3.443 -0.253
O 5.979 -1.251 4.054 -0.263
C 7.005 -0.662 3.268 -0.108
O 4.534 -3.020 4.347 -0.229
C 4.039 -4.317 4.730 -0.106
H 8.387 -1.569 7.012 0.091
H 6.800 -0.924 6.556 0.085
H 6.925 -2.501 7.380 0.084
H 7.627 -1.410 2.774 0.076
H 7.633 -0.029 3.899 0.092
H 6.532 -0.036 2.512 0.075
H 4.366 -4.582 5.735 0.084
H 4.378 -5.071 4.020 0.087
H 2.953 -4.274 4.715 0.086
C -8.807 -0.407 2.174 -0.127
O -10.063 -0.895 2.677 -0.229
P -10.760 -2.181 1.871 0.536
O -12.089 -2.201 2.534 -0.248
O -9.716 -3.262 2.465 -0.265
C -9.674 -3.462 3.875 -0.101
O -10.997 -3.148 0.558 -0.224
C -11.859 -2.619 -0.465 -0.110
H -8.406 0.305 2.891 0.088
H -8.091 -1.226 2.052 0.081
H -8.955 0.094 1.216 0.073
H -10.587 -3.120 4.362 0.087
H -8.817 -2.932 4.296 0.084
H -9.550 -4.527 4.057 0.090
H -11.538 -1.623 -0.773 0.079
H -12.887 -2.581 -0.106 0.088
H -11.803 -3.286 -1.322 0.086
```

The charge is +1. Its HOMO-LUMO gap is 8.390 eV. As for the lowest unoccupied orbital energy: -2.826 eV. As for the spin multiplicity: 1.

2.
CH3ClN2O2 | ωB97M-V/def2-TZVPD

Structure (XYZ):
```
9
Properties=species:S:1:pos:R:3:lowdin_charge:R:1
N -0.337 -2.206 -0.673 0.203
C -1.124 -1.354 -0.692 -0.461
O -1.874 -0.492 -0.947 0.128
H -0.293 -3.086 -0.133 0.119
O 0.088 2.093 0.440 -0.231
N 0.787 0.913 0.832 -0.451
Cl 2.242 0.887 -0.189 0.492
H -0.580 1.958 -0.364 0.148
H 1.092 1.286 1.726 0.054
```

Its HOMO-LUMO gap is 10.710 eV. Its SMILES is N=C=O.ONCl. As for the energy above the lowest of the compared OMol25 structures with the same formula, charge and spin: 0.661 eV. As for the lowest unoccupied orbital energy: 0.648 eV. As for the spin multiplicity: 1.

3.
C19H19FN4O4S | ωB97M-V/def2-TZVPD

Structure (XYZ):
```
48
Properties=species:S:1:pos:R:3:lowdin_charge:R:1
C -2.543 1.096 -1.170 -0.040
C -2.163 0.784 0.243 -0.238
C -3.010 1.196 1.269 0.033
C -2.719 0.944 2.602 -0.163
N -3.551 1.348 3.624 0.170
C -3.340 1.143 4.963 -0.362
O -4.125 1.539 5.790 0.121
C -2.067 0.391 5.325 -0.366
O -1.758 0.140 6.465 0.118
N -1.281 0.012 4.270 0.170
C -1.545 0.254 2.937 -0.162
C -0.696 -0.156 1.921 0.009
C -1.001 0.104 0.597 -0.205
S 0.286 -0.481 -0.522 0.711
O 0.832 -1.677 0.045 -0.277
O -0.184 -0.525 -1.877 -0.264
N 1.392 0.758 -0.268 -0.225
C 2.777 0.387 -0.054 -0.162
C 3.584 0.570 -1.358 -0.132
N 2.736 0.476 -2.519 -0.086
C 2.450 -0.756 -3.090 -0.186
C 2.771 -1.974 -2.487 -0.032
C 2.513 -3.181 -3.109 -0.083
C 1.927 -3.223 -4.360 -0.092
C 1.621 -2.034 -4.997 -0.014
C 1.895 -0.836 -4.373 -0.205
F 1.628 0.301 -5.073 0.050
C 1.768 1.554 -2.578 -0.133
C 1.237 1.883 -1.162 -0.153
H -1.929 0.540 -1.869 0.055
H -3.589 0.847 -1.337 0.089
H -2.425 2.163 -1.362 0.090
H -3.920 1.723 1.020 0.127
H -4.403 1.843 3.383 0.169
H -0.437 -0.499 4.502 0.171
H 0.208 -0.702 2.140 0.120
H 3.187 1.010 0.749 0.124
H 2.767 -0.652 0.275 0.100
H 4.390 -0.161 -1.429 0.125
H 4.031 1.571 -1.375 0.126
H 3.205 -1.990 -1.501 0.101
H 2.764 -4.098 -2.598 0.105
H 1.715 -4.166 -4.840 0.100
H 1.183 -2.016 -5.983 0.117
H 0.932 1.252 -3.203 0.108
H 2.239 2.443 -3.016 0.127
H 1.776 2.727 -0.722 0.129
H 0.177 2.128 -1.200 0.110
```

Its HOMO-LUMO gap is 7.880 eV. Its SMILES is Cc1cc2[nH]c(=O)c(=O)[nH]c2cc1S(=O)(=O)N1CCN(c2ccccc2F)CC1. As for the energy above the lowest of the compared OMol25 structures with the same formula, charge and spin: 0.200 eV. As for the lowest unoccupied orbital energy: 0.027 eV. As for the spin multiplicity: 1.

4.
C4H3NOS | ωB97M-V/def2-TZVPD

Structure (XYZ):
```
10
Properties=species:S:1:pos:R:3:lowdin_charge:R:1
N 2.159 1.556 -1.833 0.158
C 1.841 0.705 -1.102 -0.214
C 1.485 -0.339 -0.206 -0.069
C 0.255 -0.492 0.288 -0.116
O -0.755 0.361 -0.039 -0.086
C -1.970 0.157 0.488 -0.738
S -3.237 1.087 0.187 0.745
H 2.265 -1.011 0.072 0.105
H -0.013 -1.319 0.971 0.139
H -2.028 -0.705 1.175 0.076
```

Its HOMO-LUMO gap is 9.089 eV. Its SMILES is N#C/C=C\OC=S. As for the energy above the lowest of the compared OMol25 structures with the same formula, charge and spin: 0.800 eV. As for the lowest unoccupied orbital energy: -0.471 eV. As for the spin multiplicity: 1.

5.
C46H76BN8O6P2S | ωB97M-V/def2-TZVPD

Structure (XYZ):
```
140
Properties=species:S:1:pos:R:3:lowdin_charge:R:1
N -0.422 -3.345 3.381 0.076
C 0.489 -2.159 3.415 -0.393
O 1.143 -2.031 4.505 -0.032
C 0.588 -1.108 2.195 -0.107
C 1.757 -1.515 1.119 -0.072
B 2.817 -0.262 1.042 -0.970
C 3.606 -0.258 2.486 -0.017
C 5.083 -1.125 2.285 -0.165
C 4.878 -2.780 2.054 -0.032
O 5.429 -2.096 3.398 -0.231
O 3.901 -0.262 0.038 -0.055
C 3.883 0.966 -0.752 -0.419
C 4.727 1.023 -2.106 -0.150
C 4.183 0.122 -3.311 -0.214
C 4.155 -1.459 -3.032 -0.149
C 3.064 -2.118 -4.065 -0.167
N 3.792 -2.621 -5.263 -0.168
C 4.540 -1.902 -6.272 -0.087
C 5.140 -2.843 -7.356 -0.086
C 4.684 -4.263 -6.865 -0.103
C 3.848 -4.057 -5.568 -0.068
P 4.913 2.154 0.368 0.813
O 6.389 1.703 0.522 -0.483
C 2.324 1.400 -0.718 -0.468
C 1.923 2.955 -0.545 -0.162
C 0.314 3.170 -0.361 -0.199
C -0.045 4.365 0.666 -0.218
N -0.794 3.889 1.866 -0.086
C -2.272 3.985 1.709 -0.195
C -2.800 2.475 1.411 -0.074
C -3.078 2.046 -0.070 -0.028
C -3.537 0.572 -0.302 -0.086
C -3.711 -0.434 0.882 -0.079
C -3.461 0.052 2.354 -0.009
C -3.003 1.513 2.621 -0.198
O -2.770 1.905 3.980 -0.054
P 1.071 0.551 -1.855 0.505
S 0.595 1.619 -3.457 0.068
O 2.008 0.898 0.631 -0.091
H -0.788 -3.429 2.423 0.066
H 0.149 -4.153 3.664 0.078
H 0.809 -0.090 2.701 0.128
H -0.439 -0.978 1.691 0.101
H 1.218 -1.755 0.127 0.082
H 2.190 -2.502 1.500 0.085
H 3.134 -0.895 3.308 0.091
H 3.901 0.773 2.885 0.078
H 5.967 -0.586 1.674 0.142
H 5.786 -3.302 1.572 0.091
H 4.053 -3.316 2.627 0.099
H 5.787 0.630 -1.854 0.132
H 4.864 2.101 -2.468 0.116
H 3.162 0.453 -3.735 0.046
H 4.926 0.278 -4.190 0.105
H 3.803 -1.763 -1.990 0.106
H 5.161 -1.935 -3.339 0.126
H 2.231 -1.385 -4.352 0.109
H 2.552 -3.028 -3.566 0.126
H 4.630 -0.769 -6.238 0.098
H 5.761 -2.564 -8.281 0.074
H 4.897 -5.267 -7.382 0.055
H 3.329 -4.835 -4.924 0.100
H 4.251 2.471 1.595 0.026
H 4.960 3.399 -0.388 0.018
H 2.383 3.434 0.405 0.100
H 2.288 3.566 -1.440 0.110
H -0.081 3.502 -1.389 0.071
H -0.216 2.237 0.025 0.084
H 0.915 4.876 1.035 0.114
H -0.661 5.177 0.112 0.109
H -0.478 4.365 2.722 0.102
H -2.733 4.373 2.698 0.100
H -2.626 4.706 0.895 0.108
H -2.938 2.778 -0.931 0.098
H -3.707 0.256 -1.387 0.081
H -4.027 -1.530 0.728 0.084
H -3.612 -0.688 3.212 0.099
H -3.658 1.972 4.412 0.106
H 1.531 -0.737 -2.301 -0.018
H -0.163 0.370 -1.141 -0.001
C 1.715 -6.856 -9.958 -0.108
C 3.170 -7.102 -10.335 -0.267
C 3.757 -8.357 -9.685 -0.192
C 3.822 -8.245 -8.224 -0.215
N 3.871 -8.159 -7.077 0.164
H 1.603 -6.679 -8.886 0.076
H 1.335 -5.975 -10.481 0.074
H 1.089 -7.710 -10.233 0.076
H 3.766 -6.224 -10.065 0.109
H 3.236 -7.209 -11.423 0.107
H 4.767 -8.519 -10.075 0.117
H 3.165 -9.234 -9.965 0.120
C -1.784 3.818 6.917 -0.097
C -2.694 4.852 7.568 -0.261
C -3.835 5.306 6.656 -0.196
C -3.346 6.018 5.469 -0.214
N -2.964 6.572 4.535 0.157
H -1.279 4.228 6.039 0.074
H -1.014 3.497 7.623 0.078
H -2.351 2.936 6.609 0.071
H -2.096 5.713 7.883 0.112
H -3.125 4.415 8.476 0.106
H -4.497 5.970 7.222 0.105
H -4.436 4.444 6.352 0.111
C -7.066 5.019 8.747 -0.110
C -8.183 4.502 7.849 -0.262
C -8.351 2.984 7.917 -0.193
C -7.174 2.274 7.402 -0.229
N -6.250 1.717 7.002 0.146
H -6.093 4.626 8.440 0.050
H -7.015 6.110 8.692 0.076
H -7.238 4.740 9.789 0.079
H -7.991 4.814 6.817 0.114
H -9.123 4.973 8.155 0.110
H -9.227 2.698 7.325 0.119
H -8.552 2.675 8.947 0.121
C 1.642 -12.853 -4.931 -0.117
C 2.496 -11.694 -5.431 -0.271
C 2.018 -10.332 -4.926 -0.199
C 0.687 -9.986 -5.438 -0.236
N -0.359 -9.716 -5.836 0.135
H 0.614 -12.778 -5.296 0.071
H 2.051 -13.802 -5.286 0.069
H 1.619 -12.880 -3.838 0.075
H 2.515 -11.705 -6.526 0.108
H 3.526 -11.849 -5.093 0.109
H 2.733 -9.566 -5.245 0.081
H 2.011 -10.321 -3.832 0.121
C -5.147 10.819 1.551 -0.116
C -4.851 9.973 2.783 -0.268
C -5.406 8.552 2.685 -0.199
C -6.872 8.530 2.632 -0.237
N -8.023 8.512 2.588 0.132
H -6.222 10.960 1.411 0.070
H -4.694 11.808 1.655 0.070
H -4.741 10.353 0.649 0.077
H -5.253 10.475 3.670 0.110
H -3.766 9.916 2.914 0.110
H -5.072 7.981 3.557 0.086
H -4.994 8.050 1.804 0.123
```

The charge is -1. Its HOMO-LUMO gap is 6.790 eV. As for the lowest unoccupied orbital energy: 1.484 eV. As for the spin multiplicity: 1.

6.
C5H6N2O | ωB97M-V/def2-TZVPD

Structure (XYZ):
```
14
Properties=species:S:1:pos:R:3:lowdin_charge:R:1
C 1.820 -0.723 0.327 -0.072
C 0.472 -0.168 0.091 -0.255
C -0.666 -0.628 0.677 -0.108
N -1.966 -0.230 0.471 0.082
C 0.484 0.914 -0.911 -0.338
O 1.455 1.168 -1.639 0.069
C -0.795 1.679 -1.174 -0.098
N -1.837 2.142 -1.384 0.163
H 2.553 0.007 0.616 0.077
H 1.784 -1.583 1.037 0.093
H 2.254 -1.098 -0.610 0.088
H -0.625 -1.436 1.460 0.144
H -2.676 -0.562 1.164 0.125
H -2.257 0.518 -0.126 0.031
```

Its HOMO-LUMO gap is 8.548 eV. Its SMILES is C/C(=C/N)C(=O)C#N. As for the energy above the lowest of the compared OMol25 structures with the same formula, charge and spin: 0.821 eV. As for the lowest unoccupied orbital energy: -0.354 eV. As for the spin multiplicity: 1.

Short version: max |F| = 6.7 5.7 0.9 2.3 5.5 2.3 eV/Å, in the order given.